Entry 1:
DFT (ωB97M-V/def2-TZVPD) results for a molecular structure, C19H34BrN4PtSSi.

XYZ file:
```
61
Properties=species:S:1:pos:R:3:forces:R:3:mulliken_charge:R:1
Pt -0.466139 -4.059415 0.991910 0.38 -0.20 -0.22 0.425
N -3.582648 -6.421015 2.688022 0.06 -0.07 0.07 -0.288
C -2.489655 -5.881747 2.208483 -0.18 0.24 -0.28 0.707
S -2.545601 -4.731061 0.883592 -0.36 0.00 0.28 -0.140
N -1.291706 -6.294342 2.676206 0.27 -0.15 -0.03 -0.866
N -0.292087 -5.685099 2.107053 -0.35 0.16 0.01 0.426
C 0.956558 -6.049831 2.393983 0.30 -0.02 0.01 -0.204
C 1.985700 -5.304588 1.775583 -0.19 -0.13 -0.01 0.676
C 3.329241 -5.666868 1.885529 0.08 -0.03 -0.03 -0.686
C 4.263791 -5.014881 1.092579 0.02 -0.02 0.01 -0.290
C 3.821122 -4.050726 0.203668 0.03 -0.02 0.01 -0.663
C 2.461103 -3.706227 0.146398 -0.06 0.02 0.08 0.279
N 1.575157 -4.283902 0.936338 0.07 0.15 0.12 -0.199
H -4.504195 -6.136182 2.384552 0.00 0.01 -0.01 0.241
H -3.521468 -7.173283 3.365570 0.00 0.01 0.00 0.284
H 1.132720 -6.913300 3.028640 -0.02 0.02 0.03 0.494
H 3.616285 -6.474472 2.547347 0.00 0.01 0.01 0.423
H 5.312874 -5.273423 1.153030 0.00 0.00 0.00 0.489
H 4.516204 -3.530154 -0.442293 0.00 0.00 0.00 0.413
H 2.097618 -2.930195 -0.513121 0.00 0.01 0.01 0.330
C -2.812050 1.323794 -1.797545 0.02 -0.02 0.01 -1.568
C -1.624717 2.238018 -2.138890 0.01 -0.01 -0.02 2.250
C -1.049980 1.777843 -3.484016 0.00 0.01 0.00 -1.965
C -2.123512 3.705970 -2.292453 -0.01 -0.01 0.01 -1.643
Si -0.398032 2.444319 -0.738478 -0.03 0.23 -0.05 -1.303
Br -0.480711 -1.869850 0.081035 -0.02 -0.17 -0.02 0.130
C 1.436431 2.543063 -1.128190 0.01 0.01 0.02 2.291
C 2.371415 2.636100 0.084054 0.00 0.01 0.00 -1.974
C 1.917144 1.373075 -2.003552 -0.01 -0.02 0.02 -1.704
C 1.542794 3.868513 -1.933015 0.01 -0.02 -0.01 -1.645
C -1.001794 2.943834 0.966621 -0.03 0.00 -0.01 2.219
C -0.256869 2.207370 2.093784 0.01 -0.02 -0.01 -1.632
C -0.655816 4.458008 1.015855 0.01 0.00 0.01 -1.629
C -2.506165 2.780376 1.218161 0.00 0.01 0.00 -2.000
H -3.545816 1.406322 -2.602763 0.00 0.00 0.00 0.489
H -3.314769 1.585003 -0.871742 -0.01 0.01 0.00 0.338
H -2.505892 0.275801 -1.748420 0.00 0.00 0.01 0.335
H -1.864415 1.775704 -4.212019 0.00 0.02 0.00 0.560
H -0.653960 0.763040 -3.439561 -0.02 -0.01 0.00 0.401
H -0.278734 2.440566 -3.873199 0.01 -0.01 0.01 0.390
H -2.800394 3.732853 -3.150259 -0.01 0.00 0.01 0.530
H -1.318579 4.414395 -2.505843 0.00 0.00 -0.01 0.375
H -2.683340 4.060731 -1.427688 0.01 0.00 0.00 0.336
H 2.355003 1.728447 0.688962 0.01 0.00 -0.01 0.404
H 2.160184 3.487579 0.728496 0.00 -0.01 0.00 0.392
H 3.390515 2.764162 -0.288210 0.00 0.01 0.00 0.558
H 1.835046 0.416511 -1.478422 0.00 0.00 0.00 0.336
H 2.974483 1.530893 -2.229447 0.00 0.00 0.00 0.501
H 1.391700 1.294479 -2.949832 -0.01 0.00 -0.01 0.358
H 1.202702 4.738679 -1.366681 0.01 0.00 0.00 0.371
H 1.006627 3.836331 -2.881033 -0.01 0.00 0.00 0.337
H 2.598464 4.032895 -2.163771 0.00 0.00 -0.01 0.526
H 0.818275 2.358125 2.074322 -0.01 0.00 0.00 0.368
H -0.463190 1.133583 2.080954 0.00 0.00 0.00 0.333
H -0.622501 2.593645 3.048049 0.00 0.00 0.00 0.500
H 0.413476 4.657401 0.946923 -0.01 0.00 -0.01 0.328
H -0.994214 4.843295 1.981118 0.01 0.00 0.00 0.523
H -1.170822 5.035562 0.244900 0.00 0.00 0.00 0.369
H -2.812071 1.733730 1.220260 0.00 0.00 0.01 0.411
H -3.126441 3.325789 0.509261 0.00 -0.01 -0.01 0.394
H -2.724330 3.184768 2.209218 0.00 0.01 0.00 0.560
```
Forces are in eV/Å.

As for the HOMO-LUMO gap (alpha / beta): 3.569 / 3.508 eV. As for the energy: -4343.3794 hartree. The value obtained for the LUMO energy (alpha / beta) is -13.538 / -13.600 eV. As for the total charge: +3. Its highest occupied orbital energy (alpha / beta) is -17.1 / -17.1 eV. Its largest force on an atom is 0.5 eV/Å.

Entry 2:
DFT (ωB97M-V/def2-TZVPD) results for a molecular structure, C19H34FeN2O7S2Si.

XYZ file:
```
66
Properties=species:S:1:pos:R:3:forces:R:3:lowdin_spin:R:1
Fe 1.959237 -0.850280 -0.110422 -0.63 0.29 0.14 4.117
O 4.754201 -2.615372 0.601994 0.06 -0.06 -0.03 0.004
S 4.451747 -2.041726 -0.708107 -0.02 0.02 0.08 0.011
O 5.436111 -2.285291 -1.727124 -0.03 0.02 -0.01 0.016
O 4.078469 -0.597153 -0.557413 -0.04 -0.10 0.10 0.061
S 2.591423 -2.793770 -1.276414 0.04 0.01 -0.01 0.202
N 2.374682 -1.556879 1.900860 0.44 0.12 -0.09 0.076
H 1.795049 -2.194350 2.430762 -0.11 0.01 -0.14 0.004
H 2.515840 -0.700947 2.427494 -0.03 -0.03 0.06 0.003
H 3.294921 -1.995428 1.742964 -0.06 -0.03 0.02 0.003
O 1.640999 1.020310 -1.094042 0.10 -0.12 -0.08 0.079
C 1.890007 1.682993 -0.049917 0.07 -0.01 0.01 0.017
O 2.159461 1.118818 1.035058 0.08 0.02 -0.01 0.051
C 1.825116 3.179437 -0.121496 -0.01 -0.01 0.01 0.003
C 1.648156 3.811019 -1.347260 -0.01 -0.03 0.03 0.002
C 1.577828 5.194943 -1.422774 -0.01 0.02 0.05 0.000
C 1.677050 5.959441 -0.271181 0.02 -0.10 -0.02 0.001
C 1.848271 5.303395 0.936671 0.19 0.13 0.13 0.000
C 1.928959 3.928962 1.042656 0.01 0.00 -0.12 0.002
N 1.953389 6.118552 2.168806 -0.67 -0.16 -0.12 0.000
O 2.055775 5.535975 3.225984 0.25 -0.08 0.10 0.000
O 1.845333 7.323854 2.058439 0.22 0.17 -0.06 0.000
H 1.567462 3.195621 -2.232910 0.01 -0.01 -0.01 0.001
H 1.444270 5.681736 -2.379014 0.00 0.00 -0.02 0.000
H 1.625120 7.036853 -0.293436 0.00 0.02 0.01 0.000
H 2.068544 3.442295 1.995599 0.01 0.00 0.01 0.000
C -0.804955 -3.907185 -1.164787 0.03 0.04 -0.02 0.000
C -1.129770 -3.080933 0.088158 -0.03 -0.01 0.01 0.028
C -0.243014 -3.663765 1.200994 0.01 0.05 0.03 0.003
C -2.589206 -3.386281 0.454237 -0.05 0.06 -0.01 0.008
Si -0.729710 -1.173857 -0.166445 0.18 -0.14 -0.08 0.196
C -1.405522 -0.588122 -1.904566 -0.01 0.01 -0.02 0.028
C -1.488807 0.942622 -2.006696 0.00 0.01 0.04 0.001
C -0.430656 -1.041167 -3.004540 -0.06 0.02 0.02 0.004
C -2.804665 -1.119311 -2.249354 -0.04 -0.04 0.05 0.008
C -1.630161 -0.142192 1.236796 -0.01 0.03 0.03 0.039
C -3.139479 0.024228 1.006296 -0.01 0.01 -0.02 0.011
C -1.433253 -0.790884 2.614925 -0.01 0.00 -0.04 0.002
C -1.028601 1.267732 1.357904 0.01 -0.05 0.00 0.005
H -0.922968 -4.969527 -0.923560 -0.01 -0.05 0.00 0.000
H 0.220667 -3.767628 -1.501926 0.02 0.02 0.00 0.000
H -1.467993 -3.692824 -2.000380 -0.06 0.04 -0.03 0.000
H -0.490731 -4.722410 1.339468 -0.01 -0.04 0.01 0.000
H -0.390110 -3.169531 2.162191 0.00 0.01 0.01 0.000
H 0.812447 -3.609861 0.933605 0.03 0.01 -0.05 0.001
H -2.724254 -4.472794 0.510520 -0.01 -0.05 0.00 0.002
H -3.294671 -3.008120 -0.287468 0.01 0.01 0.01 0.000
H -2.872117 -2.980175 1.425280 -0.01 0.02 -0.01 0.000
H -0.531872 1.415206 -1.795648 0.05 0.02 0.02 0.001
H -2.246306 1.370246 -1.347474 0.05 -0.02 -0.04 0.000
H -1.770765 1.207199 -3.032337 -0.01 0.02 -0.05 0.000
H 0.561031 -0.613073 -2.865166 0.06 0.03 0.04 0.001
H -0.804670 -0.701451 -3.977958 -0.02 0.01 -0.04 0.000
H -0.318530 -2.122362 -3.055986 0.01 -0.03 0.02 0.000
H -3.556970 -0.814103 -1.519220 0.03 -0.02 -0.03 0.000
H -2.840957 -2.204201 -2.330352 0.03 -0.05 0.00 0.000
H -3.111406 -0.714512 -3.220984 -0.01 0.01 -0.05 0.002
H -3.664355 -0.924893 0.907543 -0.01 -0.06 0.00 0.000
H -3.353768 0.618613 0.116827 0.00 -0.04 0.07 0.000
H -3.577298 0.555924 1.859950 -0.02 0.01 0.04 0.003
H -1.947076 -1.746282 2.716224 0.02 0.01 -0.01 0.000
H -1.830895 -0.122867 3.387056 -0.02 0.03 0.04 0.000
H -0.375275 -0.946731 2.836734 0.04 0.00 0.00 0.001
H -1.048933 1.828498 0.423668 0.01 -0.01 -0.03 0.000
H 0.002440 1.225300 1.704801 -0.02 0.00 0.00 0.001
H -1.604254 1.838466 2.095887 -0.03 0.03 0.03 0.000
```
Forces are in eV/Å.

The multiplicity is 6. As for the HOMO-LUMO gap (alpha / beta): 5.770 / 6.966 eV. The value obtained for the energy above the lowest of the compared OMol25 structures with the same formula, charge and spin is 0.0 kJ/mol. As for the energy: -3730.2485 hartree. The value obtained for the LUMO energy (alpha / beta) is 1.428 / 1.425 eV. As for the total charge: -1. Its highest occupied orbital energy (alpha / beta) is -4.3 / -5.5 eV. Its largest force on an atom is 0.7 eV/Å.

Question: Which of these has the lowest total charge?
Answer: C19H34FeN2O7S2Si